This record from OMol25 describes C20H19Cl4N3O5STa as an isolated structure. The level of theory is ωB97M-V/def2-TZVPD.

Geometry as XYZ:
```
53
Properties=species:S:1:pos:R:3:lowdin_charge:R:1
Ta -0.4120 -1.5663 0.4054 1.494
C -0.6287 1.7188 1.5417 -0.012
C 0.6205 1.0335 2.0024 -0.268
C 1.5714 1.8375 2.6655 0.011
C 2.7022 1.2865 3.1849 0.044
C 2.8917 -0.1087 3.1097 -0.137
C 3.9985 -0.7680 3.6903 -0.001
C 4.0955 -2.1288 3.6333 -0.039
C 3.0902 -2.8838 3.0021 -0.065
C 2.0184 -2.2591 2.4176 -0.551
S 0.7474 -3.1950 1.6481 0.723
C 1.9076 -0.8594 2.4460 -0.229
N 0.8151 -0.2736 1.8468 0.002
H -0.3789 2.6135 0.9719 0.086
H -1.1717 2.0441 2.4327 0.116
H -1.3103 1.1052 0.9667 0.042
H 1.3759 2.8975 2.7474 0.129
H 3.4443 1.9009 3.6793 0.135
H 4.7569 -0.1773 4.1871 0.126
H 4.9378 -2.6371 4.0809 0.120
H 3.1577 -3.9633 2.9767 0.118
Cl -3.5899 -3.2039 3.5337 0.681
C -4.0028 -2.1169 2.1907 -1.527
Cl -5.1202 -2.8856 1.0832 0.694
Cl -4.6408 -0.5961 2.7908 0.679
C -2.6635 -1.8823 1.5027 -0.781
O -1.8766 -0.9634 1.8679 -0.128
O -2.2506 -2.6327 0.5764 -0.168
Cl -0.2028 -2.8940 -1.4730 0.245
C -1.9878 -0.9745 -4.1201 -0.068
C -2.0809 0.4987 -3.7462 -0.164
C -0.9656 0.9744 -2.8074 -0.290
C -1.1729 2.4871 -2.4552 -0.129
C 0.0429 3.2109 -1.8875 -0.068
C 0.3974 0.8546 -3.4947 -0.388
O 0.5600 1.1654 -4.6409 0.159
N 1.4715 0.3655 -2.7410 0.243
C 1.4043 -0.1122 -1.4617 -0.565
O 2.2958 -0.6817 -0.8725 0.090
N 0.1718 0.0289 -0.8325 -0.043
C -0.9771 0.2314 -1.5126 -0.466
O -1.9725 -0.2361 -0.9230 -0.004
H -2.7711 -1.2291 -4.8322 0.087
H -2.1081 -1.6216 -3.2516 0.045
H -1.0318 -1.2030 -4.5955 0.085
H -3.0354 0.7127 -3.2618 0.131
H -2.0218 1.1181 -4.6409 0.127
H -2.0252 2.5505 -1.7746 0.129
H -1.4801 2.9623 -3.3875 0.132
H 0.5000 2.6697 -1.0565 0.055
H -0.2477 4.1958 -1.5245 0.089
H 0.8074 3.3541 -2.6512 0.088
H 2.3446 0.2359 -3.2375 0.183
```

The molecular weight is 736.2 g mol⁻¹. The calculation puts the energy above the lowest of the compared OMol25 structures with the same formula, charge and spin at 0.0 kcal per mole. For the HOMO-LUMO gap, the calculation gives 7.2 eV. Its net charge is +1.


This record from OMol25 describes a single C5H8N2 molecule in a non-equilibrium geometry. The level of theory is ωB97M-V/def2-TZVPD.

Geometry as XYZ:
```
15
Properties=species:S:1:pos:R:3:lowdin_charge:R:1
C -0.1734 -1.8562 -0.4790 -0.069
C -0.2525 -0.5979 0.4000 -0.333
C 0.9581 0.3693 0.1933 -0.152
N 0.6204 1.6814 -0.3808 -0.148
C -0.0522 2.6736 0.1670 0.006
C -1.5494 0.0588 0.1813 -0.228
N -2.5964 0.5174 0.0040 0.174
H -0.1014 -1.5838 -1.5370 0.090
H 0.7025 -2.4526 -0.2050 0.083
H -1.0645 -2.4754 -0.3404 0.086
H -0.2531 -0.9184 1.4488 0.140
H 1.6898 -0.1131 -0.4693 0.120
H 1.4548 0.5391 1.1554 0.121
H 0.9546 1.8286 -1.3292 0.109
H -0.3374 2.3292 1.1910 0.002
```

The molecular weight is 96.1 g mol⁻¹. The calculation puts the energy above the lowest of the compared OMol25 structures with the same formula, charge and spin at 66.7 kcal per mole. For the HOMO-LUMO gap, the calculation gives 9.0 eV.


This record from OMol25 describes C32H29N7O2PbS as an isolated structure. The level of theory is ωB97M-V/def2-TZVPD.

Geometry as XYZ:
```
72
Properties=species:S:1:pos:R:3:lowdin_charge:R:1
Pb -0.0317 -0.2589 -0.0523 1.206
N -3.0987 -1.3301 3.0123 0.084
C -1.9826 -0.7395 2.5388 -0.868
S -2.1962 0.5065 1.3230 0.511
N -0.8617 -1.1119 3.1251 0.001
N 0.2354 -0.6260 2.5022 -0.134
C 1.3040 -0.5315 3.1879 -0.140
C 2.5602 -0.0467 2.5809 -0.268
C 3.6782 0.1655 3.3795 -0.016
C 4.8383 0.6428 2.7959 -0.060
C 4.8569 0.8892 1.4322 -0.061
C 3.6990 0.6389 0.7124 -0.142
N 2.5779 0.1871 1.2653 0.041
H -3.9473 -1.2105 2.4894 0.081
H -2.9773 -2.1755 3.5455 0.102
H 1.2979 -0.7929 4.2448 0.125
H 3.6285 -0.0430 4.4410 0.116
H 5.7204 0.8188 3.3989 0.110
H 5.7458 1.2514 0.9345 0.103
H 3.6684 0.7985 -0.3617 0.110
C 1.5590 4.1464 -1.8395 -0.053
C 1.0283 4.2363 -3.1144 -0.054
C 0.0740 3.3186 -3.5163 -0.010
C -0.3317 2.3245 -2.6312 -0.206
N 0.1994 2.2292 -1.4083 0.026
C 1.1136 3.1191 -1.0261 -0.131
C -1.4069 1.3327 -2.9877 -0.213
C -2.0365 1.3482 -4.2246 -0.012
C -3.0679 0.4537 -4.4674 -0.049
C -3.4505 -0.4257 -3.4738 -0.030
C -2.7618 -0.3947 -2.2712 -0.117
N -1.7603 0.4557 -2.0415 0.019
H 2.2970 4.8510 -1.4806 0.107
H 1.3491 5.0176 -3.7921 0.112
H -0.3514 3.3884 -4.5064 0.102
H 1.5063 2.9957 -0.0211 0.110
H -1.7383 2.0416 -4.9968 0.100
H -3.5670 0.4524 -5.4283 0.112
H -4.2543 -1.1344 -3.6193 0.114
H -2.9882 -1.0837 -1.4626 0.104
C 1.7482 -3.5740 3.6718 -0.052
C 0.9013 -4.5239 2.8569 -0.219
C -0.0238 -5.3097 3.5293 -0.071
C -0.8348 -6.1847 2.8197 -0.091
C -0.7175 -6.2642 1.4511 -0.034
C 0.2069 -5.4789 0.7514 -0.202
N 0.2259 -5.6746 -0.6446 0.092
C 0.6843 -4.6822 -1.5674 -0.233
C 1.8349 -4.9105 -2.3066 -0.035
C 2.2885 -3.9660 -3.2179 -0.082
C 1.5810 -2.7834 -3.3920 -0.082
C 0.4275 -2.5544 -2.6528 -0.063
C -0.0352 -3.5014 -1.7446 -0.099
C -1.3016 -3.2756 -0.9423 -0.632
O -2.2318 -4.0570 -1.1006 0.054
O -1.2853 -2.2547 -0.1654 -0.251
C 1.0380 -4.5998 1.4563 -0.137
C 2.0545 -3.7189 0.7617 -0.014
H 1.4388 -3.5998 4.7164 0.080
H 1.6490 -2.5469 3.3182 0.023
H 2.8099 -3.8326 3.6324 0.087
H -0.1113 -5.2306 4.6067 0.100
H -1.5625 -6.7999 3.3352 0.099
H -1.3586 -6.9331 0.8877 0.112
H -0.6798 -6.0114 -0.9417 0.122
H 2.3717 -5.8373 -2.1450 0.118
H 3.1870 -4.1548 -3.7915 0.099
H 1.9211 -2.0436 -4.1067 0.099
H -0.1342 -1.6362 -2.8026 0.084
H 2.5688 -4.2348 -0.0506 0.075
H 2.8157 -3.3773 1.4594 0.068
H 1.5833 -2.8301 0.3273 0.054
```

The molecular weight is 782.9 g mol⁻¹. For the HOMO-LUMO gap, the calculation gives 6.8 eV.